(1)
{"formula": "C5H5N", "method": "ωB97M-V/def2-TZVPD", "elements": ["C", "C", "C", "N", "C", "C", "H", "H", "H", "H", "H"], "positions_angstrom": [[3.49, -0.37, -0.11], [2.33, 0.06, -0.03], [0.85, 0.72, -0.15], [-0.16, -0.08, -0.16], [-1.47, 0.25, -0.08], [-2.45, -0.64, 0.02], [4.34, -0.87, 0.22], [0.90, 1.75, 0.14], [-1.97, 1.21, -0.10], [-3.46, -0.32, 0.14], [-2.39, -1.73, 0.12]], "lowdin_charge": [0.07, -0.05, -0.11, 0.02, -0.28, 0.04, 0.00, 0.09, 0.10, 0.04, 0.07], "e_tot_ha": -248.1182, "gap_ev": 9.1, "mol_weight_g_mol": 79.10, "e_homo_ev": -9.4, "smiles": "C#C/C=N/C=C"}

***

(2)
{"formula": "C5H5N", "method": "ωB97M-V/def2-TZVPD", "elements": ["C", "C", "C", "N", "C", "C", "H", "H", "H", "H", "H"], "positions_angstrom": [[-0.34, 1.26, 0.09], [-1.34, 0.41, 0.31], [-0.58, -0.73, -0.29], [0.19, -1.57, 0.65], [1.21, -0.82, 0.43], [0.67, 0.29, -0.45], [-0.26, 2.34, 0.17], [-2.26, 0.47, 0.89], [-0.85, -1.20, -1.22], [2.23, -1.07, 0.68], [1.33, 0.63, -1.26]], "lowdin_charge": [-0.06, -0.02, -0.28, 0.11, -0.14, -0.17, 0.10, 0.10, 0.14, 0.10, 0.13], "e_tot_ha": -248.1455, "gap_ev": 10.5, "mol_weight_g_mol": 79.10, "e_homo_ev": -9.5}

***

(3)
{"formula": "C5H5N", "method": "ωB97M-V/def2-TZVPD", "elements": ["C", "C", "C", "C", "C", "N", "H", "H", "H", "H", "H"], "positions_angstrom": [[1.34, 0.03, -0.06], [0.33, 0.78, 0.00], [-2.45, -0.05, -0.12], [2.42, -0.71, -0.07], [-0.75, 1.53, 0.03], [-2.30, -1.19, 0.03], [2.92, -0.99, -0.98], [2.84, -1.10, 0.85], [-1.13, 1.99, -0.86], [-1.18, 1.84, 0.97], [-2.03, -2.13, 0.21]], "lowdin_charge": [-0.13, -0.14, -0.04, 0.00, -0.10, 0.10, 0.05, 0.05, 0.06, 0.07, 0.08], "e_tot_ha": -248.1075, "gap_ev": 8.8, "mol_weight_g_mol": 79.10, "e_homo_ev": -8.4}

***

(4)
{"formula": "C5H5N", "method": "ωB97M-V/def2-TZVPD", "elements": ["C", "C", "C", "C", "C", "N", "H", "H", "H", "H", "H"], "positions_angstrom": [[4.40, -0.89, -0.84], [3.76, 0.06, -0.25], [0.69, 0.68, 0.86], [3.21, 0.87, 0.60], [-0.84, -0.68, -0.61], [0.37, -0.10, 0.02], [0.15, 1.18, 1.71], [3.63, 1.71, 1.20], [-0.71, -0.44, -1.61], [-1.68, -0.17, -0.13], [-0.96, -1.86, -0.42]], "lowdin_charge": [0.08, -0.36, -0.01, 0.03, -0.08, -0.06, 0.09, 0.05, 0.04, 0.07, 0.14], "e_tot_ha": -247.9302, "gap_ev": [6.9, 7.0], "mol_weight_g_mol": 79.10, "e_homo_ev": [-7.6, -8.0]}